1.
Density functional theory data (the ωB97M-V functional and the def2-TZVPD basis) for the ion C4H13N2 with charge +1 at a distorted geometry.

Atoms and positions in Å:
H -2.098 0.141 -2.007
H -1.033 -1.085 1.336
N 2.013 0.045 0.465
C -2.117 0.062 -0.885
H -0.735 1.859 -1.449
H 0.566 1.620 -0.197
H -0.243 -0.828 -1.130
N -0.659 -0.086 -0.489
C 1.070 -0.927 1.007
H 0.922 -1.768 0.246
C -0.004 1.156 -1.014
H -0.394 0.653 1.562
H 1.289 -1.459 1.909
H -2.793 -0.887 -0.478
C -0.331 -0.313 1.033
H -2.477 0.999 -0.413
H 2.929 -0.351 0.288
H 2.173 0.623 1.359
H 0.702 0.894 -1.707

**2S+1**: 1
**Largest force on an atom**: 3.4 eV/A
**ΔE to the lowest compared entry with this formula, charge and spin**: 51.5 kcal/mol
**Structure (SMILES)**: C[NH+](C)CCN
**E_HOMO**: -14.20 eV
**Lowest unoccupied orbital energy**: -2.98 eV
**Charge**: +1


2.
Density functional theory data (the ωB97M-V functional and the def2-TZVPD basis) for a cluster of 3 separate species, C24H50ClINO10 in total at a distorted geometry.

Atoms and positions in Å:
N -1.626 -1.621 0.120
H 5.650 3.685 5.097
H -1.162 0.438 7.168
O -3.225 -1.720 -8.342
O -3.304 -0.375 -5.585
H -4.417 -1.977 -6.341
H -3.695 -3.537 -4.414
H -3.641 0.308 -8.122
C -2.810 -2.243 -0.541
H -4.039 -1.337 -10.203
H -3.669 -3.095 1.517
H -4.644 -2.782 -9.367
C 2.042 -2.042 -1.428
O -2.176 -3.247 -5.748
C 0.515 -1.490 -1.217
C -0.055 0.295 4.016
H -0.440 -0.814 4.054
H -4.791 -1.435 -4.716
H -1.781 0.633 -6.452
C 3.199 2.313 5.132
H 5.626 1.178 3.208
H 4.268 0.224 3.841
I 1.011 -2.363 1.703
O 4.108 2.275 4.035
H -2.627 -2.628 -1.657
H 2.205 -2.127 -2.607
O -0.531 -4.850 0.322
H -0.477 2.253 2.927
H 2.726 4.422 4.791
H 3.103 6.104 2.114
C 3.121 -0.886 -0.929
C -1.008 1.187 3.007
H -0.001 0.463 1.056
H -5.645 -3.194 0.592
C 5.140 5.772 4.686
H -2.091 1.381 3.409
O 4.421 5.404 3.509
H 2.256 -3.109 -0.999
H 4.389 7.247 2.575
C -3.602 -3.388 0.386
C -3.965 -1.637 -5.409
H -3.051 -0.540 1.325
H 0.445 -0.335 -0.948
H 3.569 1.707 5.965
H -5.170 -1.178 -8.821
C -1.899 -0.859 1.367
H 4.628 6.583 5.216
C 2.991 3.752 5.610
C -1.105 0.611 1.475
C -3.075 -2.712 -4.777
H 2.514 -0.103 -0.270
H -2.073 1.516 5.838
Cl 4.469 -1.542 0.175
H -1.671 1.318 0.718
C -2.276 -0.335 -6.584
O -5.002 -3.392 -0.151
H 6.130 6.116 4.371
C -2.809 -0.396 -8.017
H -1.517 -1.096 -6.396
H -3.179 -4.469 0.185
O -0.081 0.874 5.371
C 4.897 1.096 4.019
O -0.331 -4.224 -2.014
C -0.963 -3.706 -5.177
H 3.018 6.920 3.683
O 4.094 4.272 6.365
H 2.140 3.756 6.300
H -0.128 -1.624 -2.200
H 6.041 4.819 6.375
H -2.017 -0.119 -8.718
H -2.525 -2.277 -3.935
H 1.076 0.284 3.635
H -3.623 -1.378 -0.671
C -1.390 0.580 6.009
H -0.295 -4.007 -5.987
C 3.699 6.485 2.946
H 3.537 -0.260 -1.855
H -1.905 -0.396 5.614
C -4.328 -1.745 -9.234
C -0.392 -3.877 -0.582
H 5.442 0.984 4.962
C 5.285 4.569 5.621
C -0.328 -2.303 -0.019
H -0.475 -2.908 -4.611
H 2.248 1.899 4.784
H -1.153 -4.566 -4.529
H -1.822 -1.478 2.383

**2S+1**: 1
**Largest force on an atom**: 7.5 eV/A
**E_HOMO**: -4.92 eV
**Lowest unoccupied orbital energy**: 2.34 eV
**Charge**: -1


3.
Density functional theory data (the ωB97M-V functional and the def2-TZVPD basis) for a cluster of 5 separate species, C11H25Cl6NO4 in total at a distorted geometry.

Atoms and positions in Å:
H 2.636 0.575 3.892
Cl -2.172 0.735 -2.724
C 1.878 -0.801 -1.680
O 0.747 -1.369 1.992
O 2.658 0.303 -2.082
N 2.872 2.797 -3.519
H -2.574 -2.530 0.554
H 2.674 2.672 -2.523
H 3.866 1.635 -4.960
H 3.247 -0.505 -3.871
C 2.753 0.398 -3.475
C 3.628 1.585 -3.898
O -0.504 -2.464 0.666
H 3.489 3.605 -3.477
H 0.514 -0.634 3.963
C -0.066 -2.423 1.931
Cl -0.622 1.249 -0.297
C -1.689 -3.148 0.365
Cl -6.806 0.181 3.241
H 1.440 1.035 2.604
H -7.728 -0.931 1.429
H -1.742 0.388 3.566
C -2.239 1.007 -0.999
C -2.751 0.625 3.247
H -3.110 -0.091 2.513
C 4.924 1.553 -3.078
Cl -5.646 -0.144 0.550
H 2.939 0.105 2.292
H 0.905 -0.830 -2.178
H -2.814 1.909 -0.822
H 5.669 0.856 -3.491
H 1.634 -0.675 -0.624
H 1.876 -1.715 3.776
C -7.129 -0.034 1.496
C 2.112 0.268 2.985
Cl -2.614 2.164 2.374
H 5.494 2.480 -3.189
H -2.660 0.153 -0.485
H -7.619 0.873 1.167
H 1.809 0.361 -4.029
C 1.260 -0.988 3.247
O -0.330 -3.180 2.809
H -1.771 -4.176 0.710
H 2.447 -1.729 -1.776
H -1.765 -3.219 -0.727
Cl -3.886 0.775 4.568
H 4.768 1.299 -2.034

**2S+1**: 1
**Largest force on an atom**: 2.4 eV/A
**ΔE to the lowest compared entry with this formula, charge and spin**: 0.0 kcal/mol
**Structure (SMILES)**: COC[C@H](C)N.CCOC(=O)OC.ClCCl.ClCCl.ClCCl
**E_HOMO**: -9.06 eV
**Lowest unoccupied orbital energy**: 0.47 eV
**Charge**: 0


4.
Density functional theory data (the ωB97M-V functional and the def2-TZVPD basis) for an isolated molecule of C2H4N4O at a distorted geometry.

Atoms and positions in Å:
C 0.181 -0.604 0.475
N 0.360 -1.153 -1.696
H 1.052 -2.462 -0.198
C -0.305 0.368 -0.315
N 0.667 -1.528 -0.392
H -0.015 2.345 -0.208
O 0.576 -0.591 1.682
H -1.659 1.995 -0.157
N -0.717 1.647 0.191
H 0.021 0.006 2.214
N -0.161 -0.023 -1.597

**2S+1**: 1
**Largest force on an atom**: 4.4 eV/A
**ΔE to the lowest compared entry with this formula, charge and spin**: 46.6 kcal/mol
**Structure (SMILES)**: Nc1nn[nH]c1O
**E_HOMO**: -8.92 eV
**Lowest unoccupied orbital energy**: 0.62 eV
**Charge**: 0